The following is a DFT calculation (wB97M-V/def2-TZVPD) of 2 unconnected molecules or ions with the total composition C3H6ClNO2.

Positions of all 13 atoms, in Å:
C: 0.34351 0.64520 0.92367
C: -0.24767 -0.31461 0.22346
C: -1.51114 -0.20639 -0.55362
N: 0.39890 -1.61644 0.15867
O: -0.26901 -2.54847 -0.22042
O: 1.56734 -1.68097 0.48570
H: 1.27187 0.46489 1.43887
H: -0.08222 1.63046 0.99611
H: -1.29064 -0.24783 -1.62131
H: -2.01598 0.73221 -0.33241
H: -2.17150 -1.04310 -0.32329
Cl: 4.76808 0.26902 -0.21647
H: 3.91979 -0.63779 0.10582

Net charge: 0
Total energy (eV): -21312.6551
Structure (SMILES): C=C(C)[N+](=O)[O-].Cl
Energy relative to the best compared isomer or geometry (same formula, charge and spin) (kJ/mol): 334.3
E_HOMO (eV): -10.88

***

The following is a DFT calculation (wB97M-V/def2-TZVPD) of a single C3H6ClNS molecule.

Positions of all 12 atoms, in Å:
N: -1.27100 -1.23399 -0.17733
C: -1.08516 0.00915 0.43036
S: -2.51917 0.74473 0.79535
C: 0.32895 0.54586 0.73999
C: 1.25724 0.46424 -0.50900
Cl: 1.93968 -1.14639 -0.88813
H: -2.17212 -1.44964 -0.54728
H: -0.48998 -1.50596 -0.73796
H: 0.23559 1.59309 0.97877
H: 0.84224 0.07501 1.62290
H: 2.08791 1.03551 -0.26073
H: 0.84584 0.86839 -1.44693

Net charge: 0
Total energy (eV): -28055.9374
Structure (SMILES): NC(=S)CCCl
Energy relative to the best compared isomer or geometry (same formula, charge and spin) (kJ/mol): 41.3
E_HOMO (eV): -8.48

***

The following is a DFT calculation (wB97M-V/def2-TZVPD) of a single C3H6ClNS molecule.

Positions of all 12 atoms, in Å:
C: -2.54537 0.84301 0.79063
N: -1.74659 -0.22770 0.64226
S: -0.72743 0.26995 -0.79625
C: 0.71436 -0.70108 -0.97609
C: 1.86360 -0.29836 0.16996
Cl: 2.87470 1.17985 -0.46123
H: -3.30305 0.57828 1.74067
H: -2.69168 1.74192 -0.03824
H: 0.89317 -0.80717 -1.96871
H: 0.60547 -1.76688 -0.73575
H: 2.69434 -0.92496 0.55063
H: 1.36846 0.11313 1.08211

Net charge: 0
Total energy (eV): -28052.8119
Structure (SMILES): C=NSCCCl
Energy relative to the best compared isomer or geometry (same formula, charge and spin) (kJ/mol): 342.8
E_HOMO (eV): -8.85

***

The following is a DFT calculation (wB97M-V/def2-TZVPD) of 2 unconnected molecules or ions with the total composition C3H6ClNS2.

Positions of all 13 atoms, in Å:
C: 0.65262 0.43428 0.09862
C: -0.73421 0.71830 0.67076
C: -1.65117 0.35328 -0.54407
H: 3.83439 -1.55429 1.20116
H: 0.73502 -1.59205 0.63471
H: -0.94825 1.95859 0.68365
H: -0.86147 0.23639 1.73145
H: -1.58440 0.96795 -1.36412
H: -2.89178 0.43440 -0.38613
N: 1.28714 -0.75691 0.30828
S: 2.61650 -1.27665 -0.77936
S: 1.33627 1.41781 -1.23496
Cl: -1.79066 -1.34112 -1.02001

Net charge: 0
Total energy (eV): -38885.3559
Energy relative to the best compared isomer or geometry (same formula, charge and spin) (kJ/mol): 584.0
E_HOMO (eV): -8.20

***

The following is a DFT calculation (wB97M-V/def2-TZVPD) of a single C3H6ClNS2 molecule.

Positions of all 13 atoms, in Å:
N: -0.90816 0.93709 1.22989
C: -0.44989 1.06450 -0.18718
C: 0.17271 -0.21621 -0.95944
Cl: -1.14364 -1.54380 -0.99978
C: 1.39066 -0.75331 -0.35734
S: 2.88678 0.07401 -0.60475
S: 1.24580 -2.13344 0.75548
H: -0.20870 0.62695 2.05430
H: -1.95260 0.59863 1.62543
H: 0.24521 1.92631 -0.09675
H: -1.26083 1.68941 -0.79185
H: 0.09071 0.20848 -2.14083
H: -0.10806 -2.47861 0.47283

Net charge: 0
Total energy (eV): -38888.4172
Structure (SMILES): NC[C@H](Cl)C(=S)S
Energy relative to the best compared isomer or geometry (same formula, charge and spin) (kJ/mol): 288.6
E_HOMO (eV): -8.95

***

The following is a DFT calculation (wB97M-V/def2-TZVPD) of a single C3H6ClOP molecule.

Positions of all 12 atoms, in Å:
C: -0.84115 1.08421 -1.62203
C: -0.39397 1.03464 -0.37365
P: 0.90554 -0.03837 0.34071
C: 0.01089 -1.47908 1.13464
O: 1.75279 1.22459 1.72359
Cl: 2.18972 -0.69832 -0.93441
H: -1.64439 1.81104 -1.80538
H: -0.45780 0.48261 -2.48443
H: -0.73910 1.53830 0.54030
H: 0.01393 -2.39767 0.55601
H: 0.19191 -1.49558 2.17059
H: -0.98838 -1.06636 0.75405

Net charge: 0
Total energy (eV): -27063.4999
Structure (SMILES): C=C[P@](C)(=O)Cl
Energy relative to the best compared isomer or geometry (same formula, charge and spin) (kJ/mol): 371.6
E_HOMO (eV): -8.76

***

The following is a DFT calculation (wB97M-V/def2-TZVPD) of a molecular structure, C3H6CsO4.

Positions of all 14 atoms, in Å:
C: 1.25395 1.97100 2.55747
C: 1.96935 0.96254 1.74511
O: 1.11134 0.41833 0.76666
C: 1.70173 -0.60585 -0.11006
O: 2.71721 -0.25962 -0.76943
O: 0.52042 -0.85370 -0.92500
Cs: -2.10932 0.12807 -0.26948
H: 1.60220 2.19116 3.56685
H: 0.52756 2.63770 2.08970
H: 2.38028 0.16189 2.38416
H: 2.82178 1.42791 1.20809
H: 0.74186 -0.91892 -1.85580
O: 1.82941 -1.74435 0.72441
H: 1.78061 -2.50688 0.14046

Net charge: 0
Total energy (eV): -11943.6908
Energy relative to the best compared isomer or geometry (same formula, charge and spin) (kJ/mol): 26.8
E_HOMO (spin up / spin down) (eV): -7.32 / -7.33
Spin multiplicity: 2

***

The following is a DFT calculation (wB97M-V/def2-TZVPD) of a molecular structure, C3H6F2N2.

Positions of all 13 atoms, in Å:
C: -1.03634 0.10971 0.15663
C: -0.90949 -1.40320 0.31805
C: 1.04593 -0.75553 -0.28737
N: 0.36363 0.44397 -0.12454
N: 0.45655 -1.83739 0.04173
F: 2.22710 -0.61346 -0.78207
F: -1.78934 0.38956 -0.92421
H: 1.84957 2.97705 0.26024
H: -1.59382 0.62888 1.04051
H: -1.27360 -1.75275 1.32232
H: -1.55428 -1.67894 -0.51589
H: 1.76001 2.20973 0.15956
H: 0.45407 1.28238 -0.66496

Net charge: 0
Total energy (eV): -11621.9521
Energy relative to the best compared isomer or geometry (same formula, charge and spin) (kJ/mol): 133.3
E_HOMO (eV): -9.69

***

The following is a DFT calculation (wB97M-V/def2-TZVPD) of a single C3H6F2N2 molecule.

Positions of all 13 atoms, in Å:
C: 0.84807 -0.59079 0.55941
C: -0.46992 0.06244 1.17661
C: -0.10260 0.23907 -1.53876
N: 0.57930 -0.81436 -0.89112
N: -1.27437 0.78972 0.24244
F: -0.84284 -0.11476 -2.52661
F: -0.88989 2.18880 0.36669
H: 1.54461 0.14861 0.58197
H: 1.28599 -1.44763 1.11579
H: -1.21748 -0.72778 1.59579
H: -0.19809 0.90153 1.93368
H: 0.50663 1.09994 -1.49681
H: 0.23060 -1.73479 -1.11908

Net charge: 0
Total energy (eV): -11618.8268
Energy relative to the best compared isomer or geometry (same formula, charge and spin) (kJ/mol): 434.9
E_HOMO (spin up / spin down) (eV): -8.34 / -8.34

***

The following is a DFT calculation (wB97M-V/def2-TZVPD) of a single C3H6F2N2O molecule.

Positions of all 14 atoms, in Å:
C: -1.22477 1.57445 -0.71948
N: -0.85795 0.88989 0.50633
C: 0.07029 -0.02824 0.37559
N: 0.55844 -0.24809 -0.86041
O: 1.31476 -1.38086 -1.20049
C: 0.66564 -0.76644 1.58323
F: 1.98874 -0.55393 1.77442
F: 0.39020 -2.13039 1.25412
H: -0.23215 1.40546 -1.58897
H: -2.33348 1.23714 -1.09952
H: -1.28595 2.87322 -0.48810
H: -0.28876 -0.43861 -1.55546
H: 1.00200 -2.02623 -0.52788
H: 0.23299 -0.40737 2.54662

Net charge: 0
Total energy (eV): -13666.2619
Structure (SMILES): C/N=C(\NO)C(F)F
Energy relative to the best compared isomer or geometry (same formula, charge and spin) (kJ/mol): 390.5
E_HOMO (eV): -9.40

***

The following is a DFT calculation (wB97M-V/def2-TZVPD) of 2 unconnected molecules or ions with the total composition C3H6F2O.

Positions of all 12 atoms, in Å:
C: -0.57790 -1.01358 -1.68434
C: 0.78413 0.54342 1.37373
C: -0.41073 -0.65772 -0.28027
O: 0.75381 -0.19658 0.19040
F: 0.41247 2.96933 0.77487
F: -1.39468 -0.53614 0.54988
H: -1.63350 -0.63494 -1.83763
H: -0.50175 -2.10937 -1.86697
H: 0.34322 -0.46477 -2.15892
H: 1.83854 0.63319 1.67677
H: 0.11134 -0.00772 2.04454
H: 0.27503 1.47487 1.21793

Net charge: 0
Total energy (eV): -10686.2838
Energy relative to the best compared isomer or geometry (same formula, charge and spin) (kJ/mol): 409.5
E_HOMO (spin up / spin down) (eV): -7.85 / -7.85

***

The following is a DFT calculation (wB97M-V/def2-TZVPD) of a single C3H6F2O3 molecule.

Positions of all 14 atoms, in Å:
C: -1.75846 -0.10021 0.07357
O: -0.41418 -0.52695 -0.10095
C: 0.53887 0.38009 0.27897
O: 0.25442 1.62494 -0.13882
F: 0.68315 0.38236 1.67292
C: 1.92969 -0.11581 -0.34737
O: 2.29160 -1.39270 0.00178
F: 2.92709 0.74080 0.09121
H: -2.17595 0.26578 -0.91060
H: -1.63566 0.69347 0.81164
H: -2.33995 -0.93344 0.44856
H: -0.25950 2.03769 0.56790
H: 1.80538 -0.10102 -1.42598
H: 1.72856 -2.04369 -0.47141

Net charge: 0
Total energy (eV): -14785.1088
Structure (SMILES): CO[C@@](O)(F)[C@H](O)F
Energy relative to the best compared isomer or geometry (same formula, charge and spin) (kJ/mol): 0.0
E_HOMO (eV): -10.68

***

The following is a DFT calculation (wB97M-V/def2-TZVPD) of a single C3H6F2OS molecule.

Positions of all 13 atoms, in Å:
C: -2.35049 -0.50743 -0.30569
S: -1.03633 -0.57458 0.76188
O: -1.07524 0.56700 1.66051
F: -1.44993 -1.91956 2.01509
C: 0.43114 -0.06260 -0.69833
C: 1.25669 0.92183 0.02281
F: 0.96427 -1.28901 -0.92359
H: -3.34603 -0.59856 0.20367
H: -2.13975 -1.32374 -1.15031
H: -0.04278 0.13737 -1.57130
H: 2.36205 1.02259 -0.33469
H: 0.74352 1.84148 -0.06286
H: 1.36501 0.69372 1.12426

Net charge: 0
Total energy (eV): -21520.8585
Structure (SMILES): C=[S@@](=O)(F)[C@@H](C)F
Energy relative to the best compared isomer or geometry (same formula, charge and spin) (kJ/mol): 441.4
E_HOMO (spin up / spin down) (eV): -9.32 / -9.68

***

The following is a DFT calculation (wB97M-V/def2-TZVPD) of a single C3H6F2OSi molecule.

Positions of all 13 atoms, in Å:
C: -0.26159 -1.94600 0.08241
C: 0.94077 -1.04967 -0.55446
C: -0.79213 1.79489 0.73050
O: -0.15335 1.83784 -0.51614
F: -0.11255 -3.38179 0.35267
F: 2.12284 1.48503 -1.66485
Si: 0.91364 0.68673 -1.00838
H: -0.56665 -1.51315 1.04202
H: -1.05981 -1.98644 -0.65861
H: 1.89700 -1.35121 -1.04247
H: -0.27692 1.28498 1.53242
H: -1.76586 1.32844 0.65093
H: -0.88540 2.81037 1.05396

Net charge: 0
Total energy (eV): -18565.3160
Energy relative to the best compared isomer or geometry (same formula, charge and spin) (kJ/mol): 0.0
E_HOMO (spin up / spin down) (eV): -5.59 / -11.55
Spin multiplicity: 3

***

The following is a DFT calculation (wB97M-V/def2-TZVPD) of a gas-phase ion, C3H6F3O4SSi (charge -1).

Positions of all 18 atoms, in Å:
C: -0.15079 -1.72882 -0.38264
C: 0.51561 0.91955 1.23179
C: 0.41242 0.90041 -1.62730
O: -3.55019 -1.17318 -0.37223
O: -2.15249 0.72179 -0.74767
O: -4.02165 0.88053 0.89652
O: -1.90143 -0.37546 1.25846
F: 0.69287 -2.09413 0.66889
F: 0.13737 2.22272 1.63950
F: 1.77804 1.28761 -1.46161
Si: -0.64443 0.22364 -0.18452
S: -3.04429 -0.03745 0.35074
H: 0.32235 -2.06802 -1.41837
H: -1.14928 -2.31884 -0.16496
H: 1.36834 1.13790 0.75407
H: 0.56129 0.43681 2.16513
H: 0.09889 1.78733 -2.19463
H: 0.52568 0.10687 -2.49481

Net charge: -1
Total energy (eV): -38265.6962
Energy relative to the best compared isomer or geometry (same formula, charge and spin) (kJ/mol): 47.7
E_HOMO (eV): -6.35

***

The following is a DFT calculation (wB97M-V/def2-TZVPD) of a molecular structure, C3H6F3OV.

Positions of all 14 atoms, in Å:
H: -0.44683 0.69660 -1.32009
C: -0.47421 1.33043 -0.42113
F: 1.03805 1.44908 -2.11535
F: -1.84459 1.34647 -0.35265
F: -0.20238 2.56011 0.10133
V: 2.75468 0.34334 -2.56200
C: -0.81468 -1.70905 0.88379
O: -0.41474 -0.43704 1.33925
C: 0.55641 0.19658 0.54034
H: -1.64656 -2.03973 1.51670
H: -1.09763 -1.71946 -0.18162
H: 0.03680 -2.40648 0.96476
H: 1.18498 0.94384 1.04420
H: 1.37070 -0.55468 0.56247

Net charge: 0
Total energy (eV): -39088.4040
Energy relative to the best compared isomer or geometry (same formula, charge and spin) (kJ/mol): 441.9
E_HOMO (spin up / spin down) (eV): -7.49 / -8.36
Spin multiplicity: 5

***

The following is a DFT calculation (wB97M-V/def2-TZVPD) of 2 unconnected molecules or ions with the total composition C3H6FN.

Positions of all 11 atoms, in Å:
C: -1.81466 -1.49349 -0.30199
C: -0.73006 -0.92840 -0.52383
C: 0.63375 1.02984 0.82654
N: 1.71302 1.14235 0.06058
F: -0.32576 2.01346 0.83778
H: -2.03375 -2.13407 -1.17717
H: -2.25661 -1.59054 0.62059
H: 0.05065 -0.73896 -1.18938
H: 0.80251 0.59554 1.79647
H: 1.85350 1.82520 -0.64508
H: 2.10741 0.27908 -0.30451

Net charge: 0
Total energy (eV): -7410.3602
Energy relative to the best compared isomer or geometry (same formula, charge and spin) (kJ/mol): 434.3
E_HOMO (spin up / spin down) (eV): -7.50 / -6.80

***

The following is a DFT calculation (wB97M-V/def2-TZVPD) of a gas-phase ion, C3H6FN2O (charge +1).

Positions of all 13 atoms, in Å:
C: -0.58130 -1.23312 -0.07378
C: 0.16541 0.08934 -0.54809
C: -0.81702 0.93311 0.28406
N: -1.47669 -0.58629 0.69025
N: 1.59576 0.15535 -0.14854
O: -0.31431 -2.36518 -0.29452
F: -1.65389 1.67587 -0.41177
H: 0.06527 0.27496 -1.61971
H: -0.47254 1.44284 1.18229
H: -2.35326 -0.84890 1.10363
H: 1.95964 1.12034 -0.14080
H: 2.16289 -0.39553 -0.80887
H: 1.72006 -0.26279 0.78585

Net charge: +1
Total energy (eV): -10939.8617
Energy relative to the best compared isomer or geometry (same formula, charge and spin) (kJ/mol): 157.7
E_HOMO (spin up / spin down) (eV): -9.29 / -14.97
Spin multiplicity: 3

***

The following is a DFT calculation (wB97M-V/def2-TZVPD) of a single C3H6FN3 molecule.

Positions of all 13 atoms, in Å:
H: -1.50621 1.67719 -0.47519
N: -0.49986 1.55026 -0.33798
C: -0.23780 0.30895 -0.27402
N: -1.18366 -0.73254 -0.18894
N: -2.45820 -0.25684 0.29996
C: 1.17233 -0.13678 -0.00996
C: 1.70157 -1.35169 -0.14055
F: 1.91427 0.86679 0.38855
H: -0.83146 -1.55260 0.27098
H: -3.19634 -0.83624 -0.02864
H: -2.41527 -0.20161 1.34078
H: 2.80312 -1.54081 0.00136
H: 1.09317 -2.19620 -0.47043

Net charge: 0
Total energy (eV): -10394.1284
Structure (SMILES): [H]/N=C(\NN)C(=C)F
Energy relative to the best compared isomer or geometry (same formula, charge and spin) (kJ/mol): 143.3
E_HOMO (eV): -9.52